1.
{"formula": "C5H4ClF3O2S2", "method": "wB97M-V/def2-TZVPD", "homo_lumo_gap_ev": 8.8098, "e_lumo_ev": -0.2, "species": ["C", "C", "C", "C", "C", "O", "O", "F", "F", "F", "S", "S", "Cl", "H", "H", "H", "H"], "xyz": [[0.953813, -0.698796, 1.050161], [1.309054, -1.938472, 0.702281], [-0.447212, -1.017762, -0.845149], [0.040593, -0.031022, 0.111430], [0.660537, 1.518995, -0.978789], [-2.064167, -0.091066, 1.754240], [-2.184629, 1.153732, -0.419739], [1.182841, 2.667032, -0.418492], [1.592265, 0.951642, -1.702448], [-0.335088, 1.829032, -1.777897], [0.443921, -2.577092, -0.691174], [-1.449856, 0.710387, 0.718371], [-0.676587, 2.362234, 1.661882], [1.202494, -0.287955, 1.990553], [1.666126, -2.658142, 1.384800], [-1.474637, -1.286807, -0.650645], [-0.419467, -0.605939, -1.889384]], "atomic_forces_ev_per_a": [[0.215, 0.136, -0.307], [-2.117, 0.180, -0.519], [-0.552, -0.834, -3.070], [1.055, 3.379, -0.513], [-0.117, -1.255, 1.859], [0.605, 0.581, -1.102], [-0.458, -0.195, 0.636], [-0.727, -1.858, -0.672], [1.013, -0.243, -0.397], [0.266, 0.608, -0.247], [0.973, 0.136, 0.058], [-0.788, 0.139, 2.004], [-0.428, -0.233, 0.190], [0.379, 0.574, 0.726], [1.138, -0.496, 0.498], [-0.431, 0.038, -0.023], [-0.026, -0.657, 0.878]]}

2.
{"formula": "C5H4ClIN3O3", "method": "wB97M-V/def2-TZVPD", "homo_lumo_gap_ev": 7.6106, "total_charge": 1, "e_lumo_ev": -5.6, "de_lowest_kcal_mol": 0.00, "species": ["C", "C", "C", "C", "C", "N", "N", "N", "O", "O", "O", "Cl", "I", "H", "H", "H", "H"], "xyz": [[-0.423487, -0.598285, 0.872469], [-0.422267, 0.311391, 1.910177], [0.430884, 1.267480, 0.175249], [-0.059025, -0.888867, -3.273185], [1.066342, -1.103163, -2.402809], [0.190198, 0.051328, -0.189190], [-0.036175, 1.511627, 1.422234], [-0.940768, 0.180871, 3.264472], [-1.371663, -0.888934, 3.540824], [-0.924132, 1.205775, 3.875794], [0.264668, -2.075276, -2.438047], [1.079692, 2.479347, -0.855090], [2.999022, -0.958719, -1.709739], [-0.801660, -1.596008, 1.027375], [-0.875278, -0.195226, -2.835042], [0.045402, -1.113942, -4.236288], [-0.221752, 2.410601, 1.850795]], "atomic_forces_ev_per_a": [[0.896, 1.508, 1.671], [-1.194, -1.010, -0.817], [-0.867, 1.054, 0.073], [-1.740, 2.873, 4.445], [1.151, -0.529, 0.566], [-0.367, -1.908, -0.918], [1.073, 0.692, -0.139], [0.457, 0.587, -2.737], [-0.539, -1.363, 1.098], [-0.156, 1.038, 1.644], [0.146, -0.251, 0.783], [-0.169, -0.328, 0.417], [-0.932, -0.029, -0.476], [0.337, -0.227, -0.801], [1.290, -1.486, -1.028], [0.183, -0.497, -3.956], [0.429, -0.125, 0.175]]}

3.
{"formula": "C5H4ClN3O", "method": "wB97M-V/def2-TZVPD", "homo_lumo_gap_ev": 10.3794, "e_lumo_ev": 0.2, "smiles": "N#C[C@H]1C(=O)NCN=C1Cl", "de_lowest_kcal_mol": 19.87, "species": ["N", "C", "C", "C", "O", "N", "C", "N", "C", "Cl", "H", "H", "H", "H"], "xyz": [[0.677308, 1.553033, -1.906310], [0.817549, 1.240942, -0.810004], [0.760358, 0.952834, 0.562773], [-0.689151, 0.815784, 0.907018], [-1.193859, 1.539112, 1.740544], [-1.433050, -0.143106, 0.162883], [-0.790217, -0.995692, -0.780984], [0.535319, -1.548255, -0.407667], [1.217634, -0.827380, 0.326163], [2.757834, -1.201170, 0.900958], [1.423813, 1.406117, 1.342939], [-2.087582, -0.617104, 0.794459], [-0.654731, -0.287200, -1.722788], [-1.341221, -1.887912, -1.109989]], "atomic_forces_ev_per_a": [[0.296, -0.103, -0.207], [0.586, 2.169, -1.253], [0.986, -4.536, 1.003], [-1.453, 0.482, 0.349], [0.151, -0.859, -0.269], [0.190, 0.048, 2.111], [0.971, 0.733, -3.047], [-0.718, 0.298, 0.423], [-0.408, 2.872, 0.155], [0.569, -0.151, 0.295], [-0.792, -0.149, -1.138], [0.086, 0.495, -0.453], [-0.006, -2.025, 1.520], [-0.458, 0.725, 0.513]]}

4.
{"formula": "C5H4ClNO", "method": "wB97M-V/def2-TZVPD", "homo_lumo_gap_ev": 9.4190, "e_lumo_ev": -0.8, "smiles": "CC(=O)/C(C#N)=C\\Cl", "de_lowest_kcal_mol": 27.05, "species": ["C", "C", "O", "C", "C", "N", "C", "Cl", "H", "H", "H", "H"], "xyz": [[-1.878632, 1.640124, 0.060835], [-0.508229, 1.072458, -0.000193], [0.453579, 1.800010, -0.085578], [-0.348695, -0.402224, -0.052336], [-1.568923, -1.223445, -0.004849], [-2.503110, -1.893718, 0.045447], [0.850294, -1.022728, -0.135105], [2.377388, -0.281494, 0.070489], [-2.411793, 1.290321, 0.976133], [-1.880773, 2.728049, -0.026346], [-2.538769, 1.312294, -0.785765], [1.033985, -2.074434, -0.205954]], "atomic_forces_ev_per_a": [[-1.962, -0.263, -0.200], [0.316, 0.846, -0.509], [0.089, -0.064, 0.141], [-0.201, -1.242, 0.027], [0.977, 0.190, -0.234], [0.144, 0.233, 0.007], [0.038, 0.619, 0.647], [-0.132, 0.127, -0.250], [0.363, 0.374, -0.515], [0.348, -0.168, 0.418], [0.728, -0.162, 0.600], [-0.707, -0.490, -0.132]]}

5.
{"formula": "C5H4F3N2O2", "method": "wB97M-V/def2-TZVPD", "homo_lumo_gap_ev": 6.5874, "total_charge": -1, "e_lumo_ev": 3.7, "de_lowest_kcal_mol": 0.00, "species": ["C", "C", "C", "C", "C", "N", "N", "O", "O", "F", "F", "F", "H", "H", "H", "H"], "xyz": [[0.849668, 1.211402, 1.973212], [0.411196, -0.526958, -1.137774], [0.277787, 0.844282, -1.828788], [-0.418170, -0.238698, 0.108557], [-0.844426, -1.265464, 1.020536], [-0.660453, 1.629264, -1.001563], [-1.004760, 0.957238, 0.017656], [0.012433, 1.279038, 2.756577], [1.818770, 1.233977, 1.349981], [-1.638716, -0.868464, 2.028011], [-1.544600, -2.337393, 0.439495], [0.193510, -1.947912, 1.631859], [-0.024538, -1.342406, -1.730554], [1.448574, -0.783512, -0.908099], [1.236576, 1.376932, -1.867711], [-0.112852, 0.778674, -2.851394]], "atomic_forces_ev_per_a": [[0.230, -0.008, 0.252], [-0.231, -0.066, 0.285], [0.209, -0.186, 0.055], [0.450, -0.576, -0.311], [-0.382, -0.509, 0.278], [-0.265, 0.804, -0.360], [-0.420, -0.059, 0.202], [-1.056, 0.104, 0.905], [1.143, 0.076, -0.955], [-0.114, 0.230, -0.077], [0.048, 0.159, -0.165], [0.257, 0.082, -0.077], [0.114, 0.028, 0.008], [-0.011, -0.042, -0.044], [-0.052, -0.059, -0.058], [0.079, 0.023, 0.061]]}

6.
{"formula": "C5H4F4MgO4", "method": "wB97M-V/def2-TZVPD", "homo_lumo_gap_ev": 5.8258, "total_charge": 2, "e_lumo_ev": -12.3, "species": ["O", "C", "C", "O", "C", "O", "O", "C", "F", "F", "C", "F", "F", "H", "H", "H", "H", "Mg"], "xyz": [[-0.028711, -1.085282, 3.418462], [0.106330, 0.009814, 2.979453], [-0.068945, 0.269514, 1.493186], [-1.081677, -0.710426, 0.993508], [-1.380182, -0.615352, -0.320168], [-2.542572, -0.287138, -0.584719], [-0.487482, -0.956947, -1.185608], [0.189956, 0.091183, -1.975271], [-0.253860, 1.276447, -1.531142], [-0.186840, -0.068829, -3.211158], [1.736493, -0.098658, -1.812569], [2.297424, 0.012535, -3.012300], [2.174635, 0.892286, -0.999381], [0.327763, 0.882314, 3.608773], [-0.368811, 1.292272, 1.257290], [0.873988, 0.080703, 0.978635], [1.951376, -1.081535, -1.389661], [-3.258886, 0.097099, 1.292672]], "atomic_forces_ev_per_a": [[-0.311, -0.450, 0.134], [-0.051, 0.161, 0.233], [0.723, -0.205, -0.335], [-0.778, 1.009, 0.587], [-0.107, -0.261, -0.601], [-0.429, 0.258, 0.876], [0.294, 0.396, 0.792], [-0.054, 0.335, -1.139], [0.069, -0.355, 0.188], [-0.100, -0.079, 0.150], [0.075, 0.051, -0.139], [-0.098, 0.135, 0.239], [-0.109, -0.356, 0.001], [0.284, 0.149, -0.047], [-0.257, 0.010, -0.051], [0.062, -0.048, 0.018], [0.124, 0.025, 0.086], [0.661, -0.774, -0.992]]}

7.
{"formula": "C5H4F6N2O", "method": "wB97M-V/def2-TZVPD", "homo_lumo_gap_ev": 9.5292, "e_lumo_ev": -0.4, "de_lowest_kcal_mol": 73.34, "species": ["C", "C", "C", "C", "C", "N", "N", "O", "F", "F", "F", "F", "F", "F", "H", "H", "H", "H"], "xyz": [[0.158055, 0.894704, 1.050187], [-0.628923, -0.189166, 0.999386], [0.852273, 0.956587, -0.272315], [0.557788, -0.424915, -2.376101], [-1.396761, -0.878093, 2.124172], [-0.515908, -0.809649, -0.227153], [0.161357, 0.035756, -1.041273], [1.301473, 2.052437, -0.855232], [0.475903, 1.679770, 2.013287], [2.415430, 0.075482, 0.238480], [-0.650048, -0.818109, 3.294461], [-2.560511, -0.232596, 2.393260], [-1.669157, -2.161965, 1.807527], [-1.798083, -1.070074, -0.779854], [1.566511, -0.552860, -2.466615], [-0.073832, -1.403917, -2.511017], [0.159189, 0.263743, -3.214035], [1.645244, 2.582864, -0.177166]], "atomic_forces_ev_per_a": [[0.013, -1.508, -1.905], [-0.366, 0.306, 1.896], [0.030, -1.855, 0.139], [-4.991, -0.604, -1.039], [0.251, 0.383, 0.640], [0.228, -1.901, 0.102], [1.267, 2.109, -0.858], [-0.790, -1.542, -1.301], [0.298, 0.678, 1.056], [-2.022, 1.327, -0.615], [-0.992, -0.373, -1.587], [0.735, -0.615, -0.241], [0.300, 1.155, 0.587], [-0.147, 0.549, -0.021], [2.636, -0.541, -0.060], [1.649, 1.677, 0.136], [0.681, -0.786, 1.605], [1.218, 1.541, 1.465]]}

8.
{"formula": "C5H4HoO5", "method": "wB97M-V/def2-TZVPD", "homo_lumo_gap_ev": [8.8708, 8.9915], "s2": 6.0041, "total_charge": 3, "e_lumo_ev": [-16.7, -16.6], "multiplicity": 5, "de_lowest_kcal_mol": 112.45, "species": ["O", "C", "Ho", "O", "C", "C", "O", "C", "O", "C", "O", "H", "H", "H", "H"], "xyz": [[2.815381, 1.041711, 1.002014], [1.764437, 0.624010, 0.620626], [0.000119, -0.210385, 0.227500], [1.563523, -3.922400, -0.222436], [1.145816, -2.844928, -0.161560], [0.128147, 1.153968, -1.538224], [0.193841, 1.909236, -2.494032], [-1.747514, -0.661848, -0.634572], [-2.813178, -1.020803, -1.011731], [-1.153463, 1.071746, 2.519980], [-1.014244, 1.656712, 1.147308], [-0.166462, 1.002021, 2.938161], [-1.626289, 0.085873, 2.406796], [-1.775123, 1.766761, 3.052093], [-1.877171, 1.747028, 0.765156]], "atomic_forces_ev_per_a": [[-7.800, -3.130, -2.699], [17.241, 7.856, 4.123], [-0.516, -4.734, 6.182], [-2.011, 5.267, 0.243], [1.804, -4.826, -0.159], [0.784, 8.687, -11.245], [-0.583, -6.683, 8.512], [-16.136, -4.296, -7.669], [7.357, 2.391, 2.713], [-0.372, 0.021, -1.209], [1.631, -1.739, -0.174], [0.557, 0.197, 0.393], [-0.272, -0.038, 0.452], [-0.303, 0.023, 0.733], [-1.380, 1.003, -0.199]]}

9.
{"formula": "C5H4INS", "method": "wB97M-V/def2-TZVPD", "homo_lumo_gap_ev": [7.2141, 8.1017], "e_lumo_ev": [-0.8, -0.9], "de_lowest_kcal_mol": 88.67, "species": ["C", "C", "C", "C", "C", "N", "S", "I", "H", "H", "H", "H"], "xyz": [[-0.382687, 0.250631, 2.153452], [0.242467, -0.183574, 0.949853], [-1.548915, 0.907724, 1.933516], [-0.502842, 0.163756, -0.112248], [0.859505, -0.513155, -2.530744], [2.030453, -0.679439, -2.356903], [-1.929708, 1.018945, 0.245318], [-0.571005, -0.691299, -4.043740], [0.034280, 0.075433, 3.129843], [1.173408, -0.715229, 0.903385], [-2.218413, 1.337603, 2.652118], [2.813456, -0.971396, -2.923849]], "atomic_forces_ev_per_a": [[-0.121, 0.088, 0.035], [0.079, -0.092, -0.101], [-0.180, 0.097, -0.197], [0.221, -0.045, -0.870], [0.043, 0.239, 1.257], [-0.006, 0.055, 0.156], [0.298, -0.184, 0.195], [-0.357, -0.080, -0.591], [0.008, 0.000, 0.184], [0.227, -0.114, -0.046], [-0.123, 0.076, 0.185], [-0.089, -0.040, -0.206]]}

10.
{"formula": "C5H4LiO7Rb", "method": "wB97M-V/def2-TZVPD", "homo_lumo_gap_ev": [1.3603, 1.1943], "s2": 0.7549, "total_charge": -1, "e_lumo_ev": [-0.6, -0.8], "multiplicity": 2, "de_lowest_kcal_mol": 0.00, "species": ["O", "C", "C", "O", "C", "H", "H", "H", "H", "Li", "O", "O", "O", "C", "C", "O", "O", "Rb"], "xyz": [[1.478006, 2.087262, 0.606550], [2.432372, 1.426150, 1.399675], [2.972677, 0.302935, 0.488187], [2.484146, 0.638128, -0.782611], [1.212888, 1.313384, -0.599330], [3.217490, 2.140807, 1.688524], [1.978713, 1.017755, 2.317901], [2.598814, -0.685952, 0.809163], [4.069082, 0.266311, 0.456879], [-1.704461, -1.145482, -0.149604], [-0.814372, 0.494104, 0.541567], [0.867749, 2.040274, -1.603020], [0.086961, -0.837900, -0.959680], [0.093251, 0.240659, -0.300118], [-4.339212, -1.318866, -1.378918], [-5.471864, -1.757107, -1.552920], [-3.466082, -1.747969, -0.586296], [-7.696164, -4.474496, -0.395954]], "atomic_forces_ev_per_a": [[0.360, 0.193, 0.936], [-0.344, 0.125, -0.190], [-0.176, -0.023, -0.298], [0.828, -0.514, 0.219], [-1.181, 0.605, -1.471], [-0.041, -0.070, -0.005], [0.059, 0.019, -0.045], [0.034, 0.097, 0.012], [-0.094, -0.014, 0.016], [0.466, 0.664, -0.295], [-0.474, -0.125, 0.296], [0.188, -0.450, 0.627], [-0.235, -0.510, -0.092], [0.525, 0.099, 0.175], [0.512, -1.768, 1.774], [-0.834, 0.195, -0.597], [-0.192, 0.884, -0.863], [0.598, 0.595, -0.196]]}

11.
{"formula": "C5H4LuO2", "method": "wB97M-V/def2-TZVPD", "homo_lumo_gap_ev": [8.3085, 5.3895], "total_charge": 3, "e_lumo_ev": [-14.2, -15.5], "de_lowest_kcal_mol": 0.00, "species": ["O", "C", "C", "C", "C", "H", "H", "H", "C", "O", "Lu", "H"], "xyz": [[0.079822, 0.300765, 2.215484], [-0.988826, 0.358382, 1.775531], [-2.236350, 0.328067, 1.320111], [-2.981078, 1.466148, 0.794465], [-4.301518, 1.458062, 0.497321], [-2.709531, -0.654544, 1.378985], [-4.950870, 0.634924, 0.796553], [-4.769466, 2.328398, 0.035791], [-2.309333, 2.745127, 0.618410], [-1.109126, 2.879021, 0.897765], [0.520519, 4.435913, 1.243843], [-2.847071, 3.545502, 0.086152]], "atomic_forces_ev_per_a": [[-3.239, 0.209, -1.394], [5.391, -0.401, 2.193], [-3.034, 0.534, -1.055], [1.501, 0.050, 0.582], [-1.134, -0.275, 0.258], [-0.031, -0.083, 0.030], [0.025, -0.034, -0.398], [-0.032, -0.159, 0.097], [-0.444, -0.635, -1.331], [1.571, 1.321, 0.829], [-0.501, -0.479, -0.231], [-0.074, -0.048, 0.421]]}

12.
{"formula": "C5H4MgO7Rb", "method": "wB97M-V/def2-TZVPD", "homo_lumo_gap_ev": [4.6516, 4.8237], "s2": 0.7579, "e_lumo_ev": [-1.5, -1.5], "multiplicity": 2, "species": ["O", "C", "O", "O", "O", "C", "C", "O", "C", "H", "H", "H", "H", "Mg", "Rb", "O", "O", "C"], "xyz": [[0.784032, 0.384807, 1.875898], [0.915906, -0.661393, 1.161324], [1.249052, -1.803399, 1.494178], [0.379309, -1.270868, -1.147837], [-1.619604, -0.990660, -0.075549], [-2.448257, 0.141584, 0.093547], [-1.756761, 1.205889, -0.740022], [-0.379112, 0.892675, -0.549781], [-0.276276, -0.631053, -0.266849], [-3.457303, -0.098637, -0.259599], [-2.495577, 0.429197, 1.156324], [-1.979711, 2.226944, -0.410154], [-1.994837, 1.117132, -1.808928], [0.973124, 1.861772, 0.559755], [2.935466, -3.423218, -0.553361], [2.766951, 1.314033, -0.119037], [3.601500, -0.754196, -0.421613], [2.802098, 0.059382, 0.011699]], "atomic_forces_ev_per_a": [[0.765, 2.105, 1.097], [-4.014, -2.032, -0.924], [0.630, 0.981, -0.246], [-1.453, 0.297, -0.179], [-0.206, 0.297, 0.251], [0.031, -0.149, 0.220], [-0.036, 0.071, -0.318], [-0.377, 1.892, 0.075], [4.930, -2.410, 0.054], [0.217, 0.038, 0.049], [0.006, 0.012, -0.181], [-0.004, -0.096, -0.009], [-0.032, -0.026, 0.233], [0.350, -2.431, -0.061], [-0.735, 0.729, 0.249], [-0.668, 1.146, 0.246], [-0.538, 0.495, 0.521], [1.133, -0.919, -1.077]]}